(1)
119
Properties=species:S:1:pos:R:3:forces:R:3 method="wB97M-V/def2-TZVPD" homo_lumo_gap_ev="5.8 / 6.2" energy_ha=-6650.2244 multiplicity=3 e_lumo_ev="-0.441 / -0.430"
W 1.251133 -0.215590 -0.079068 1.33 -1.17 -0.69
O 2.132817 2.774805 -1.117389 -0.04 0.41 0.10
C 0.822157 3.122523 -1.488453 0.08 -0.18 0.03
C -0.134646 2.800222 -0.374265 0.12 -0.31 0.22
C -0.923074 3.817746 0.138430 0.09 -0.12 0.45
C -1.939771 3.528671 1.036022 0.07 -0.32 0.03
C -2.206892 2.193267 1.311604 0.09 0.47 -0.10
C -1.374677 1.234226 0.775718 0.40 0.09 -0.18
N -0.288292 1.511913 0.024960 -0.59 0.72 0.04
H 2.733440 2.923587 -1.855197 -0.03 -0.20 -0.11
H 0.474690 2.561123 -2.367011 0.21 -0.01 0.15
H 0.754641 4.192892 -1.703929 -0.10 0.02 -0.04
H -0.731063 4.832178 -0.180387 -0.01 0.04 0.02
H -2.541533 4.319361 1.461684 -0.03 0.02 0.01
H -3.051684 1.887913 1.911745 0.03 0.08 0.04
H -1.600310 0.185786 0.903274 0.16 0.03 0.10
Te 2.089480 -2.627341 0.072346 0.02 0.26 -0.27
Br 4.752166 0.895624 -5.899783 0.00 -0.01 0.00
C 3.759060 0.547672 -4.316515 -0.02 0.03 0.00
C 2.377026 0.596031 -4.351893 0.03 0.03 0.00
C 1.663908 0.352678 -3.184517 -0.01 0.00 0.10
C 2.288778 0.057391 -1.964592 -0.19 0.22 0.02
C 3.689561 0.001014 -1.991192 -0.06 -0.04 0.03
C 4.425699 0.246232 -3.141121 0.02 0.00 -0.02
H 1.861334 0.819217 -5.277054 0.00 0.00 -0.02
H 0.581554 0.398073 -3.232136 0.06 0.02 0.02
H 4.230582 -0.257888 -1.088977 0.00 0.01 0.02
H 5.506362 0.191292 -3.126370 0.00 0.01 0.00
O 2.559317 0.806587 0.812683 -0.30 0.05 0.03
S 3.753431 1.902154 0.898285 0.21 -0.09 -0.10
C 4.722430 1.288786 2.298999 -0.17 0.02 0.06
C 4.868490 -0.200929 2.384547 0.05 -0.04 -0.08
C 4.281069 -0.900114 3.430510 0.05 0.02 0.01
C 4.454680 -2.272771 3.538769 0.04 0.01 0.03
C 5.189466 -2.961809 2.588257 -0.03 0.00 -0.03
C 5.770483 -2.269528 1.533921 -0.04 0.01 -0.02
C 5.615903 -0.897159 1.438737 0.00 0.00 0.02
C 1.927314 3.619316 2.760588 -0.45 0.25 0.01
C 1.995814 2.940320 3.982376 0.18 -0.03 -0.01
C 1.284587 1.736819 4.190939 -0.03 -0.04 0.08
C 1.378259 1.061410 5.388755 -0.01 -0.03 0.01
C 2.183544 1.543165 6.418838 -0.01 -0.07 0.03
C 2.904342 2.719153 6.229319 0.03 0.04 0.02
C 2.818620 3.405634 5.037894 0.02 0.02 0.01
H 4.308803 1.691972 3.225378 0.01 -0.05 0.00
H 5.697094 1.753606 2.118138 -0.04 0.08 0.06
H 3.698883 -0.360307 4.170007 0.00 0.01 0.00
H 4.022011 -2.805001 4.375203 -0.01 0.00 -0.03
H 5.300038 -4.035354 2.658956 0.03 -0.03 0.02
H 6.339561 -2.801429 0.783315 0.02 -0.01 -0.01
H 6.079537 -0.354318 0.623084 -0.01 0.02 -0.03
H 1.210497 3.326775 2.002363 0.19 -0.09 0.03
H 2.478674 4.534043 2.603828 0.08 0.01 -0.04
H 0.684494 1.334421 3.388515 -0.08 -0.05 -0.11
H 0.824018 0.141407 5.528980 -0.02 -0.04 0.01
H 2.252453 1.007473 7.356373 0.00 -0.01 0.00
H 3.535305 3.097690 7.022912 0.01 0.00 0.01
H 3.380895 4.320836 4.897740 0.01 0.01 -0.01
C -3.575112 -2.229917 -5.308824 0.08 0.00 -0.03
C -2.337792 -1.870998 -4.491895 -0.02 0.07 -0.08
C -1.374717 -1.026394 -5.319438 -0.01 0.01 0.03
C -1.648406 -3.137579 -3.999379 -0.05 0.03 0.03
O -2.836326 -1.100114 -3.387773 -0.10 -0.15 0.13
Si -2.231118 -0.190624 -2.178365 0.14 0.09 -0.08
S -0.629563 -1.228857 -1.316042 0.05 -0.23 0.15
O -1.760373 1.297727 -2.683583 0.00 -0.09 0.00
C -2.549939 2.348118 -3.265390 -0.06 0.12 -0.07
C -3.102127 3.216617 -2.138863 0.14 0.10 -0.13
C -1.588442 3.137316 -4.144276 -0.05 0.08 0.03
C -3.696673 1.804671 -4.110264 0.01 -0.01 0.02
O -3.468754 0.070958 -1.135679 -0.12 0.14 0.00
C -4.474129 -0.777219 -0.572384 0.00 -0.05 0.00
C -5.490927 -1.150192 -1.645073 -0.01 0.01 0.02
C -5.137885 0.054519 0.519356 0.00 -0.08 -0.02
C -3.840406 -2.030116 0.023977 -0.03 0.05 -0.01
H -3.288385 -2.707825 -6.246427 0.00 -0.03 -0.01
H -4.147802 -1.330429 -5.535891 0.00 0.03 -0.02
H -4.213383 -2.916513 -4.751886 -0.02 0.00 0.03
H -0.929590 -1.630711 -6.110772 0.00 0.00 -0.02
H -0.569283 -0.643812 -4.691875 0.04 -0.04 0.01
H -1.888909 -0.181172 -5.779282 0.00 -0.01 0.00
H -1.424571 -3.783393 -4.849854 0.00 -0.02 -0.01
H -2.304159 -3.678214 -3.315042 -0.03 -0.01 0.00
H -0.722385 -2.913728 -3.475130 0.04 0.02 0.00
H -2.285021 3.697551 -1.593843 -0.36 -0.13 -0.33
H -3.673648 2.604105 -1.442711 -0.02 -0.03 0.03
H -3.753335 3.992714 -2.543494 -0.02 0.03 -0.03
H -0.763731 3.528796 -3.546726 -0.11 0.03 -0.12
H -2.099546 3.976005 -4.618526 -0.01 0.02 -0.01
H -1.175670 2.494244 -4.921871 0.01 -0.03 -0.02
H -4.406928 1.249723 -3.498382 -0.03 -0.03 0.04
H -3.328366 1.139486 -4.888216 0.01 0.01 -0.03
H -4.222542 2.636174 -4.581290 -0.02 0.01 0.00
H -5.939248 -0.249771 -2.066949 -0.01 0.03 -0.01
H -6.284765 -1.762114 -1.214118 -0.02 0.00 0.01
H -5.012333 -1.703497 -2.450057 0.02 -0.02 -0.01
H -5.574399 0.957254 0.091636 0.00 0.03 -0.01
H -4.399413 0.349100 1.266515 -0.03 -0.05 0.00
H -5.926093 -0.513793 1.014593 -0.01 -0.01 0.00
H -3.276606 -2.580068 -0.729604 -0.01 -0.03 -0.03
H -4.613647 -2.683943 0.430390 -0.01 0.00 0.02
H -3.149076 -1.764984 0.826608 0.03 -0.01 0.00
C -1.456378 -1.407519 3.386155 -0.05 -0.20 -0.08
S -0.361404 -1.928644 2.039091 -0.63 0.06 0.45
O 0.515719 -0.668815 1.998555 -0.28 -0.08 0.17
C 0.343584 -3.291707 2.948550 0.21 0.30 0.15
C 1.208214 -3.101490 4.012671 0.00 0.03 -0.02
C 1.647585 -4.210130 4.719177 -0.04 0.03 0.02
C 1.204862 -5.478670 4.369865 0.02 0.00 0.00
C 0.324138 -5.646848 3.310225 -0.01 -0.06 -0.01
C -0.109432 -4.549513 2.584719 0.04 0.01 0.01
H -0.841480 -1.112592 4.232476 0.04 0.02 0.05
H -2.100269 -2.242552 3.657589 -0.04 0.00 0.00
H -2.048314 -0.562861 3.041741 -0.01 0.02 -0.05
H 1.554703 -2.103565 4.257450 0.01 -0.01 -0.03
H 2.335053 -4.083604 5.545368 0.01 -0.01 0.01
H 1.554050 -6.341129 4.921222 0.00 -0.01 0.01
H -0.012793 -6.637192 3.036140 0.00 -0.02 0.00
H -0.764776 -4.665739 1.730967 -0.01 -0.01 -0.04

***

(2)
17
Properties=species:S:1:pos:R:3:forces:R:3 method="wB97M-V/def2-TZVPD" charge=+3 homo_lumo_gap_ev="5.7 / 6.1" energy_ha=-1849.7652 multiplicity=2 e_lumo_ev="-16.085 / -15.680"
Ti 0.156842 -0.940114 0.175365 -0.80 3.97 3.07
O -0.792175 4.477483 -0.438409 0.66 -4.04 -1.47
C -0.614977 3.398302 -0.810127 -0.63 3.87 1.49
C 2.036412 -1.517047 -0.210853 12.77 -1.46 -3.18
O 3.199704 -1.634544 -0.502811 -9.39 0.76 2.42
C -1.427545 -2.128258 -0.224134 -8.70 -4.39 -2.31
O -2.447255 -2.623639 -0.494880 5.84 2.63 1.58
C -0.012583 0.072036 -1.911576 0.03 0.03 -5.56
O -0.023832 0.160770 -3.065172 -0.01 -0.11 5.66
N 0.037837 1.141841 4.876941 -0.22 -0.28 -3.26
C -0.002525 0.121870 4.011163 0.00 -0.12 1.54
N 0.033533 -1.119524 4.523728 -0.16 1.02 -2.70
S -0.185256 0.644290 2.123878 0.50 -1.91 0.79
H 0.017363 1.070082 5.878938 0.05 -0.31 0.50
H 0.003066 2.073816 4.480457 0.02 0.18 0.36
H 0.004304 -1.944069 3.928475 -0.05 0.31 0.50
H 0.016586 -1.252695 5.517217 0.07 -0.16 0.57

***

(3)
73
Properties=species:S:1:pos:R:3:forces:R:3 method="wB97M-V/def2-TZVPD" charge=+1 homo_lumo_gap_ev=9.3 energy_ha=-3753.6617 e_lumo_ev=-3.514
O -4.137622 -1.443979 5.666802 -0.03 -0.09 -0.07
P -3.154334 -1.237200 4.594145 -0.97 0.44 1.34
N -2.598444 -2.849078 4.096841 -0.08 1.29 -0.20
C -2.896613 -3.521745 2.933244 0.48 -0.73 0.44
C -2.264519 -4.719537 3.031728 -0.57 0.21 -0.75
N -1.615384 -4.725975 4.236460 0.52 -0.09 0.61
Cl -0.705163 -6.003414 4.851620 -0.05 0.07 -0.08
C -1.807105 -3.569405 4.879421 -0.38 -0.27 -0.68
H -2.048731 -0.523495 5.061991 0.28 -0.30 -0.48
H -3.716325 -0.618724 3.469741 0.59 -0.39 -0.41
H -3.514183 -3.148378 2.137366 0.01 0.23 0.08
H -2.264906 -5.522407 2.315476 0.17 -0.21 0.25
H -1.417253 -3.253238 5.832046 0.07 -0.23 0.05
C -0.644643 -0.442254 -0.319924 0.43 0.33 -0.59
C -2.127408 -0.506729 -0.080351 -0.05 -0.20 -0.36
O -2.186439 -1.155154 1.200627 -0.05 0.38 0.22
C -1.038383 -0.841719 1.845863 0.32 -0.04 -0.08
O -0.886635 -1.004015 3.028607 -0.17 -0.04 -0.13
O -0.130086 -0.333768 1.025408 -0.21 -0.12 0.05
F -2.762570 -1.274500 -0.990501 -0.03 -0.09 0.15
H -0.249155 -1.347349 -0.772805 -0.31 0.09 0.10
H -0.363116 0.414629 -0.919049 0.07 0.23 0.38
H -2.618704 0.463680 -0.021292 -0.05 -0.03 -0.02
C 2.328368 -5.444120 0.605046 0.07 -0.29 -0.09
C 1.943206 -4.742869 1.886676 0.33 0.24 -0.05
O 1.262027 -3.591047 1.407857 -0.33 -0.31 0.07
C 0.723141 -3.917925 0.201505 0.04 0.07 -0.25
O -0.113117 -3.280412 -0.354431 0.11 -0.40 0.23
O 1.258925 -5.060130 -0.270706 0.02 0.06 0.18
F 3.017769 -4.357767 2.604410 -0.07 0.04 0.01
H 3.274443 -5.072408 0.211055 0.01 0.11 0.12
H 2.380880 -6.524668 0.704134 -0.18 0.00 -0.13
H 1.272250 -5.316394 2.530726 0.07 0.02 0.08
C -5.743923 1.241048 6.853419 -0.03 -0.06 -0.30
C -6.620769 1.389207 8.074371 0.22 -0.19 0.20
O -5.827100 2.204652 8.915915 -0.19 0.21 -0.27
C -5.036297 2.974512 8.111634 0.17 0.07 0.08
O -4.442571 3.933116 8.463996 0.04 -0.05 0.01
O -5.031651 2.482319 6.843804 -0.13 -0.07 0.10
F -6.842112 0.200325 8.684752 0.00 0.04 0.03
H -5.037273 0.417821 6.954622 -0.12 -0.09 0.16
H -6.312751 1.111459 5.935754 0.05 0.20 -0.05
H -7.578350 1.879846 7.891560 -0.06 -0.09 0.06
C 0.041129 3.675791 -3.813724 0.18 0.25 0.03
C -1.432906 3.782145 -4.117970 0.06 -0.26 -0.37
O -2.000080 2.874606 -3.173582 0.04 0.30 0.25
C -1.168736 2.843327 -2.107109 -0.06 0.08 0.03
O -1.470495 2.402833 -1.038416 0.06 -0.14 -0.06
O 0.027342 3.382160 -2.401860 -0.22 -0.11 -0.09
F -1.730635 3.362778 -5.363439 -0.08 -0.09 0.09
H 0.512712 2.852350 -4.350349 -0.15 -0.04 -0.06
H 0.579797 4.589545 -4.023089 0.04 0.03 0.28
H -1.858598 4.774320 -3.963732 -0.05 -0.01 -0.06
C 4.219592 4.563385 -6.834215 0.21 -0.03 -0.23
C 3.968394 4.095143 -5.423780 0.19 0.16 0.40
O 2.698852 4.685106 -5.128170 0.07 -0.36 -0.51
C 2.041853 4.798170 -6.322323 -0.05 0.20 -0.10
O 0.876165 4.998132 -6.432036 0.01 0.02 0.17
O 2.891871 4.648222 -7.357051 -0.03 -0.02 0.13
F 4.894542 4.591692 -4.561118 -0.12 0.01 0.00
H 4.684599 5.550240 -6.859243 -0.01 0.00 0.15
H 4.820563 3.867339 -7.413207 -0.20 -0.07 -0.10
H 3.910918 3.005507 -5.315596 -0.01 0.58 0.12
C 6.567690 -0.952089 -5.144966 0.07 -0.27 -0.10
C 6.238071 -0.312192 -3.815950 0.29 0.21 -0.03
O 5.500068 0.835403 -4.211564 -0.24 -0.29 0.05
C 4.902049 0.537484 -5.393120 -0.07 0.10 -0.24
O 4.017536 1.172151 -5.875342 0.14 -0.39 -0.04
O 5.440074 -0.567237 -5.943192 0.04 0.02 0.16
F 7.344994 0.077205 -3.149104 -0.05 0.05 0.00
H 7.478821 -0.537329 -5.576976 0.01 0.10 0.12
H 6.655261 -2.033531 -5.092499 -0.19 -0.01 -0.11
H 5.621184 -0.925467 -3.156838 0.06 0.03 0.08

***

Computed energy above the lowest of the compared OMol25 structures with the same formula, charge and spin, in the same sequence as the records: 0.892; 2.313; 0.000 eV.